18
Properties=species:S:1:pos:R:3 method="wB97M-V/def2-TZVPD" charge=+2 e_homo_ev=-18.70 lumo_ev=-9.8 total_energy_ha=-451.557295 orbital_gap_ha=0.3290 largest_force_ev_per_a=6.24 multiplicity=1
N -1.0284 3.2470 -1.2194
N 0.8303 -0.1843 -0.3952
N -1.3160 2.1854 -1.0287
N -1.6864 0.9753 -0.8867
C 0.7074 -1.3247 1.7066
C 1.3278 -0.9045 0.4950
C -0.5825 -1.2509 1.9392
C -1.1670 0.2053 0.1098
C 1.5245 0.3732 -1.5483
C -1.5292 -0.4730 1.1475
H -1.0258 -1.6616 2.8543
H 1.3405 -0.1007 -2.5670
H 1.4237 1.4008 -1.8090
H 2.6419 0.1786 -1.2791
H -2.6304 0.8990 -1.3217
H 2.3952 -1.1560 0.1687
H 1.3719 -2.0087 2.3421
H -2.5976 -0.4004 1.2919

---

19
Properties=species:S:1:pos:R:3 method="wB97M-V/def2-TZVPD" smiles="NNC(=O)Nc1cccnc1" charge=0 e_homo_ev=-9.36 lumo_ev=0.7 total_energy_ha=-527.564236 orbital_gap_ha=0.3687 largest_force_ev_per_a=14.11 multiplicity=1
O 1.2402 1.3545 0.6153
N -0.6688 0.6658 -0.3930
N 1.0600 3.8476 -0.3057
N 0.1188 2.9161 -0.5982
N -1.5473 -2.7080 0.7509
C 0.3301 1.6306 -0.0265
C 0.7286 -2.7235 -0.1544
C 0.6469 -1.2891 -0.4157
C -1.5789 -1.3537 0.5150
C -0.3977 -3.3126 0.4329
C -0.5378 -0.6627 -0.1595
H -0.2623 3.0782 -1.4179
H 1.9024 3.4029 -0.2950
H 1.8322 -3.2385 -0.4596
H 0.9234 4.3446 0.8046
H -0.2733 -4.3446 0.7353
H -1.0643 0.8928 -1.1800
H -2.3393 -0.9098 0.6050
H 1.4738 -0.8467 -1.0424

---

20
Properties=species:S:1:pos:R:3 method="wB97M-V/def2-TZVPD" charge=+1 e_homo_ev=-13.45 lumo_ev=-6.0 total_energy_ha=-904.966437 orbital_gap_ha=0.2721 largest_force_ev_per_a=5.78 multiplicity=1
S 0.5578 3.0693 0.1703
N -0.2702 -3.4425 1.0361
N 0.4732 -1.7769 -0.0677
N 0.2846 -2.7305 -1.0016
N -0.7175 1.3233 1.9065
N -1.1125 1.6239 -1.3256
C -0.2235 -3.7052 -0.3264
C 0.2002 -2.2737 1.2271
C 0.2359 1.8202 -1.0873
C 1.2139 0.5320 -0.7527
C -0.1981 2.4261 1.6299
C 0.8125 -0.5790 -0.3710
H -1.3290 1.2839 -2.1515
H -0.3617 -4.7031 -0.6832
H 2.2707 0.8810 -0.9566
H -0.9303 0.7111 1.1817
H -0.0222 3.1780 2.2465
H -1.8704 1.9406 -0.6851
H 0.3271 -1.6717 2.0378
H 0.6593 2.0931 -2.0272

---

22
Properties=species:S:1:pos:R:3 method="wB97M-V/def2-TZVPD" smiles="N[N+]#C/[N+](N)=c1/ccc([N+](=O)[O-])c[nH]1" charge=+2 e_homo_ev=-17.79 lumo_ev=-8.8 total_energy_ha=-711.550803 orbital_gap_ha=0.3298 largest_force_ev_per_a=5.22 multiplicity=1
O -4.3315 0.6420 1.4954
O -4.5795 -1.4264 0.9962
N 1.8333 -0.8997 -1.8757
N 3.9430 2.3485 -0.0357
N -4.0349 -0.4195 1.0708
N -0.4586 0.4622 0.6718
N 1.3245 -0.1576 -0.6575
N 2.9667 1.5264 -0.0151
C -2.0778 -1.5948 -0.1063
C -0.7914 -1.5677 -0.6351
C 0.0151 -0.4707 -0.2630
C -2.5297 -0.5050 0.7113
C -1.7271 0.4248 1.1683
C 2.0676 0.8340 -0.2632
H 0.2103 1.1142 1.1301
H -1.7603 0.8575 2.1138
H 2.0546 -0.1530 -2.5064
H 2.5008 -1.5750 -1.6588
H -2.8684 -2.4968 -0.2068
H 3.9585 3.2400 -0.5727
H 4.6896 2.2133 0.6618
H -0.4046 -2.3966 -1.2235

---

22
Properties=species:S:1:pos:R:3 method="wB97M-V/def2-TZVPD" charge=0 e_homo_ev=-9.36 lumo_ev=-0.8 total_energy_ha=-1726.752412 orbital_gap_ha=0.3136 largest_force_ev_per_a=5.25 multiplicity=1
S -0.9954 -2.5815 1.4745
S -0.3683 -1.0858 -1.5603
P 0.6574 -1.9004 0.6582
O 3.9709 0.9354 1.5956
O 1.1791 -0.5404 1.2802
O 4.3309 0.7248 -0.7874
O 1.7521 -2.6575 0.0535
N 0.6431 0.2342 -1.5744
C -2.1176 -0.3793 -1.2662
C -1.5209 1.4941 0.4585
C 3.8021 0.7047 0.4257
C 2.9875 0.2851 -0.6493
C 1.8220 0.3197 -1.2205
C -2.3551 0.2542 0.1694
H 0.6113 -0.4462 2.0160
H -2.4188 0.3322 -2.1410
H -1.9565 2.0783 1.3740
H -3.4027 0.5548 -0.0092
H -1.4302 2.1126 -0.4830
H -0.4538 1.3822 0.6828
H -2.0778 -0.5994 0.8436
H -2.6594 -1.2220 -1.3405

---

20
Properties=species:S:1:pos:R:3 method="wB97M-V/def2-TZVPD" charge=-1 e_homo_ev=-5.05 lumo_ev=3.3 total_energy_ha=-987.369042 orbital_gap_ha=0.3053 largest_force_ev_per_a=5.04 multiplicity=1
S 1.9637 0.4294 1.1023
O 1.9003 0.8358 -2.8354
O 0.8446 2.6879 -1.8536
O 3.2732 -0.3008 -1.5237
O 1.3323 3.1754 0.3546
N -0.2200 0.2513 -0.7479
C 1.2052 2.3994 -0.5881
C -0.7325 0.5325 0.4993
C -0.0249 -1.2204 -0.8329
C 1.4787 0.8911 -0.5111
C 0.1774 0.1725 1.6634
C 2.2931 0.4114 -1.7395
H 0.0061 -1.3013 -1.9080
H 1.2043 1.8936 -2.5044
H 0.8347 -1.6349 -0.3925
H -0.8998 1.6242 0.6758
H -0.9635 -1.5858 -0.5321
H -0.0302 -0.8246 1.8943
H -1.7079 0.1444 0.4822
H -0.0588 0.8948 2.5430

---

18
Properties=species:S:1:pos:R:3 method="wB97M-V/def2-TZVPD" charge=0 e_homo_ev="-8.43 / -8.43" lumo_ev="-0.7 / -0.7" total_energy_ha=-1102.815636 orbital_gap_ha="0.2841 / 0.2841" largest_force_ev_per_a=5.26 multiplicity=1
S -0.7629 1.2281 1.7093
P 0.9925 0.3959 1.0162
O 2.1686 0.8841 1.6702
N 0.8176 1.1063 -1.2569
C 0.4217 2.5036 -1.1413
C -1.9982 -3.7174 1.7985
C -1.2974 -2.7943 1.4127
C 0.5363 -1.3279 0.9877
C -0.7335 -1.5149 1.2348
C -1.6843 -0.3535 1.3072
H 1.2007 -2.0577 0.8712
H 1.1965 3.2684 -1.2797
H 1.6554 1.0979 -1.7053
H -2.5441 -4.5460 1.4887
H -2.0111 -0.2924 0.2785
H 0.0058 2.6367 -0.1569
H -0.4130 2.7732 -1.7667
H -2.3430 -0.3788 2.1244

---

16
Properties=species:S:1:pos:R:3 method="wB97M-V/def2-TZVPD" smiles="O[C@H]1[C@@H]2C=CCO[C@@H]12" charge=0 e_homo_ev=-8.87 lumo_ev=0.9 total_energy_ha=-383.748953 orbital_gap_ha=0.3588 largest_force_ev_per_a=2.43 multiplicity=1
O 2.8476 -0.1989 -0.4921
O -0.1181 -1.5532 -0.0844
C 1.9208 0.1094 0.4552
C 0.6432 0.7983 -0.1559
C -1.7039 0.4766 -0.2187
C 0.5736 -0.5208 0.5642
C -0.7371 1.4138 -0.0287
C -1.4766 -0.9936 -0.1364
H -2.0892 -1.2343 0.8218
H -1.9722 -1.5136 -1.0257
H -2.7812 0.6979 -0.2284
H 2.3442 0.5118 1.4311
H 0.1530 -0.3578 1.5471
H -0.9102 2.4478 -0.0055
H 0.8743 0.6307 -1.2602
H 2.4318 -0.7143 -1.1837

---

16
Properties=species:S:1:pos:R:3 method="wB97M-V/def2-TZVPD" smiles="CC1=CC1.O=CC=O" charge=0 e_homo_ev=-9.33 lumo_ev=0.1 total_energy_ha=-383.750379 orbital_gap_ha=0.3477 largest_force_ev_per_a=2.13 multiplicity=1
O -2.9711 0.3578 -0.2409
O -0.3564 0.7275 2.0118
C 0.8556 -0.2323 -0.3425
C 0.1320 -1.0945 -1.3313
C -2.0304 0.8916 0.2824
C -0.0682 0.3694 -1.0850
C 2.0157 -0.1079 0.5351
C -0.9690 0.1497 1.1360
H -0.6199 -1.8040 -1.0024
H -1.9109 1.9905 0.3413
H 0.6503 -1.4023 -2.2341
H -0.4503 1.2599 -1.5286
H -1.1739 -0.9338 1.1304
H 2.7274 0.6159 0.1368
H 2.5069 -1.0663 0.6910
H 1.6624 0.2787 1.4999

---

16
Properties=species:S:1:pos:R:3 method="wB97M-V/def2-TZVPD" smiles="O=C1CCOC12CC2" charge=0 e_homo_ev=-9.54 lumo_ev=0.9 total_energy_ha=-383.825960 orbital_gap_ha=0.3852 largest_force_ev_per_a=4.79 multiplicity=1
O -0.3101 -1.2357 0.3147
O 0.1001 2.2789 -0.0248
C 0.5601 -0.1309 0.1299
C -1.6824 0.6799 0.1631
C 1.9049 -0.1872 0.7499
C -1.5868 -0.8253 -0.1910
C 1.7104 -0.3086 -0.7977
C -0.2570 1.1356 0.0293
H -2.4216 -1.2534 0.4010
H -1.7812 -0.8773 -1.2098
H 1.9054 -1.3313 -1.2071
H 2.0137 -0.9462 1.3671
H 2.1872 0.4152 -1.4172
H -2.0994 0.7560 1.1074
H 2.1977 0.7297 1.1471
H -2.4411 1.1006 -0.5618

---

16
Properties=species:S:1:pos:R:3 method="wB97M-V/def2-TZVPD" smiles=O[C@H]1[C@@H]2[C@@H]3C[C@H]1O[C@@H]32 charge=0 e_homo_ev=-9.32 lumo_ev=0.9 total_energy_ha=-383.826661 orbital_gap_ha=0.3765 largest_force_ev_per_a=4.03 multiplicity=1
O -0.2771 -0.2568 1.4933
O -2.4113 -0.0159 0.0143
C 1.2004 -0.9716 -0.2725
C 1.2249 0.5548 -0.1514
C -1.0828 -0.1434 -0.6548
C -0.1617 1.0204 -0.5582
C -0.1375 -1.0585 0.2777
C 0.3253 0.9151 0.9521
H 2.0831 1.1455 -0.5406
H 0.4025 1.7946 1.5326
H 2.0504 -1.3913 0.2598
H -0.3258 1.9704 -0.9332
H 1.1091 -1.1833 -1.3427
H -2.2392 0.1761 0.9765
H -1.3066 -0.5177 -1.6497
H -0.4537 -2.0384 0.5970

---

16
Properties=species:S:1:pos:R:3 method="wB97M-V/def2-TZVPD" charge=0 e_homo_ev=-9.10 lumo_ev=-1.8 total_energy_ha=-383.398354 orbital_gap_ha=0.2668 largest_force_ev_per_a=11.30 multiplicity=1
O -2.2847 0.6326 -1.8306
O 0.2623 2.7348 -0.0556
C -0.6220 0.0785 -0.5064
C 1.2040 1.7760 -0.0584
C -1.3313 0.9726 -1.1724
C 1.2668 -0.5969 1.0633
C 0.5697 0.4571 0.1923
C -1.1670 -1.3852 -0.1916
H -2.3495 -1.4412 -0.1410
H 2.1666 1.7582 0.3153
H -0.4507 -2.0114 0.8948
H 2.7094 -0.6854 0.5847
H 1.2748 -0.0743 2.5676
H -0.8228 2.0403 -1.0282
H 0.4530 -2.1265 0.8381
H -0.8787 -2.1292 -1.4718

---

16
Properties=species:S:1:pos:R:3 method="wB97M-V/def2-TZVPD" smiles="C=C1CC1=O.CC=O" charge=0 e_homo_ev=-8.73 lumo_ev=0.3 total_energy_ha=-383.732585 orbital_gap_ha=0.3328 largest_force_ev_per_a=1.97 multiplicity=1
O 2.6207 -0.0069 0.7476
O 0.1234 -0.3420 1.7896
C 0.7628 1.6987 0.3083
C 1.5617 0.4876 0.6022
C -0.2145 -1.0419 0.7936
C 0.2185 0.5445 -1.9604
C -1.6580 -1.3583 0.5408
C 0.4599 0.5999 -0.6595
H 0.3188 -0.3805 -2.5183
H 1.3607 2.5486 -0.0162
H -1.9359 -2.1831 1.2063
H -0.0094 1.4316 -2.5473
H -1.8186 -1.6832 -0.4866
H 0.4979 -1.7630 0.3690
H 0.0052 1.9579 1.0400
H -2.2931 -0.5097 0.7908

---

16
Properties=species:S:1:pos:R:3 method="wB97M-V/def2-TZVPD" charge=0 e_homo_ev=-8.65 lumo_ev=0.4 total_energy_ha=-383.664741 orbital_gap_ha=0.3324 largest_force_ev_per_a=7.14 multiplicity=1
O -0.1895 1.6426 -0.4049
O -1.1700 0.6731 1.8105
C -0.1216 -1.7195 -0.5985
C 0.6228 -0.5963 -1.0992
C -0.5842 -1.3803 0.6471
C 1.1619 0.1721 -2.1818
C 0.5917 0.5806 0.1657
C -0.1033 -0.1692 1.4280
H -0.8458 -2.4894 -1.2517
H -1.2809 1.1538 0.6599
H 1.5351 1.2303 -1.8047
H 1.4321 -0.2978 -3.2119
H -0.2535 2.2788 0.4550
H 0.8011 -0.4501 2.2228
H -1.3967 -2.3216 0.9950
H 1.4809 1.0459 0.5219